No. 1
Density functional theory data (ωB97M-V with the def2-TZVPD basis set) for a single C3H2Cl2N2 molecule in a non-equilibrium geometry.

```
9
Properties=species:S:1:pos:R:3
C -0.72 0.44 0.58
C 1.09 -0.63 -1.00
C -1.62 1.06 1.49
N 0.07 0.07 -0.35
N 1.09 -1.40 -1.96
Cl 2.59 -0.02 -0.35
Cl -3.24 0.51 1.39
H -1.32 1.59 2.41
H 2.05 -1.62 -2.22
```

Computed properties:
- structure (SMILES) = [H]/N=C(\Cl)N=C=CCl
- DFT total energy (eV) = -31165.393
- energy above the lowest of the compared OMol25 structures with the same formula, charge and spin (kJ/mol) = 294.4
- highest occupied orbital energy (eV) = -8.708
- molecular weight (g mol⁻¹) = 136.97


No. 2
Density functional theory data (ωB97M-V with the def2-TZVPD basis set) for 2 unconnected molecules or ions with the total composition C3H2Cl2O in a non-equilibrium geometry.

```
8
Properties=species:S:1:pos:R:3
C 0.11 -0.46 1.31
C 0.76 -0.94 0.28
C -2.58 1.58 1.15
O -0.39 0.03 2.21
Cl -3.86 1.27 2.14
Cl -1.63 2.87 1.78
H 1.45 -0.24 -0.12
H 0.48 -1.78 -0.31
```

Computed properties:
- DFT total energy (eV) = -30231.658
- energy above the lowest of the compared OMol25 structures with the same formula, charge and spin (kJ/mol) = 350.9
- highest occupied orbital energy (eV) = -9.317
- molecular weight (g mol⁻¹) = 124.95